1.
DFT (wB97M-V/def2-TZVPD) results for a single C7H15NOS molecule at a distorted geometry.

For the relative energy (zero: lowest compared OMol25 entry of this formula, charge and spin), the calculation gives 120.9 kJ/mol. Its spin multiplicity is 3. The value obtained for the LUMO energy (spin up / spin down) is 0.8 / -0.7 eV. The frontier orbital gap (spin up / spin down) is 6.91 / 8.70 eV. The HOMO energy (spin up / spin down) is -6.11 / -9.35 eV. As for the total charge: 0.

Cartesian coordinates (Å):
C1 3.052 -0.136 0.378
C2 2.494 0.986 -0.476
C3 1.656 0.438 0.658
C4 -1.180 1.162 -0.898
C5 -2.151 -1.081 -0.397
C6 -1.809 0.364 1.502
C7 -1.214 0.091 0.109
N1 1.086 -1.184 -1.640
O1 0.406 -1.905 1.268
S1 0.386 -0.820 0.242
H1 2.991 -1.158 -0.100
H2 3.785 0.001 1.209
H3 2.913 2.016 -0.461
H4 2.085 0.731 -1.511
H5 1.605 1.132 1.501
H6 -0.176 1.761 -0.670
H7 -0.936 0.833 -1.982
H8 -2.146 1.637 -0.907
H9 -2.521 -1.626 0.523
H10 -1.799 -1.574 -1.327
H11 -3.166 -0.577 -0.789
H12 -1.647 -0.647 1.948
H13 -1.407 1.208 2.171
H14 -2.971 0.443 1.461
H15 0.662 -2.095 -1.810

2.
DFT (wB97M-V/def2-TZVPD) results for 2 unconnected molecules or ions with the total composition C7H15NS at a distorted geometry.

For the relative energy (zero: lowest compared OMol25 entry of this formula, charge and spin), the calculation gives 562.5 kJ/mol. The value obtained for the LUMO energy is 0.6 eV. The frontier orbital gap is 8.12 eV. The HOMO energy is -7.57 eV. As for the total charge: 0.

Cartesian coordinates (Å):
C1 1.274 0.025 -1.687
C2 -1.927 -1.280 1.036
C3 -1.552 -1.328 -0.195
C4 -2.325 1.920 -0.868
C5 2.444 -1.941 0.346
C6 2.181 0.689 0.908
C7 -2.352 1.017 0.426
N1 -2.646 -0.409 0.105
S1 1.282 -0.446 -0.105
H1 2.234 0.071 -2.176
H2 0.306 -0.169 -2.165
H3 -1.723 -1.462 2.039
H4 -0.813 -1.787 -0.813
H5 -3.346 1.945 -1.208
H6 -1.734 2.812 -0.667
H7 -1.817 1.404 -1.632
H8 1.921 -2.832 -0.211
H9 3.397 -1.727 -0.119
H10 2.461 -2.078 1.463
H11 1.721 1.659 1.066
H12 2.459 0.327 1.883
H13 3.172 0.941 0.484
H14 -3.138 1.421 1.144
H15 -1.478 1.228 0.945